1) 20
Properties=species:S:1:pos:R:3 method="wB97M-V/def2-TZVPD" spin_multiplicity=1 homo_ev="-4.34 / -4.34" charge=-1 orbital_gap_ev="6.75 / 6.75"
C 1.706 3.682 0.661
C -2.752 -0.394 -0.231
C -1.920 -1.451 -0.822
C -2.137 0.577 0.594
C -0.553 -1.244 -0.829
C -0.812 0.814 0.522
C 0.008 -0.067 -0.278
C 1.465 0.213 -0.265
N 1.890 4.763 1.013
N 1.192 2.593 0.197
O 2.203 -0.727 -0.700
O 2.004 1.456 -0.003
O 2.058 -3.520 -0.730
O 2.136 -2.481 1.515
S 2.627 -2.505 0.164
H -3.819 -0.319 -0.133
H -2.294 -2.339 -1.367
H -2.761 1.197 1.086
H 0.032 -1.912 -1.289
H -0.274 1.663 0.896

---

2) 20
Properties=species:S:1:pos:R:3 method="wB97M-V/def2-TZVPD" spin_multiplicity=1 homo_ev="-5.14 / -5.14" charge=-1 orbital_gap_ev="7.15 / 7.15"
C -2.825 -0.394 0.185
C -2.145 -0.719 -0.998
C -2.097 0.311 1.162
C -0.847 -0.385 -1.199
C -0.863 0.871 0.868
C -0.320 0.566 -0.310
C 1.783 -0.153 -0.579
C 4.070 1.059 0.210
N 4.097 0.333 -0.731
N 1.040 0.891 -0.649
O 4.048 1.713 1.200
O 0.413 -2.549 -0.389
O 0.876 -1.111 1.516
O 1.276 2.062 -1.027
S 1.400 -1.863 0.400
H -3.786 -0.824 0.389
H -2.706 -0.921 -1.873
H -2.490 0.400 2.167
H -0.379 -0.866 -1.966
H -0.543 1.579 1.625

---

Of them, the most stable is 1) and the least stable is 2).

---

1) 14
Properties=species:S:1:pos:R:3 method="wB97M-V/def2-TZVPD" spin_multiplicity=1 homo_ev=-3.80 charge=-1 orbital_gap_ev=7.16
F 11.495 -25.374 24.254
C 15.743 -23.004 24.150
C 14.620 -22.280 23.517
C 13.202 -22.493 24.039
O 12.693 -21.108 24.094
C 13.632 -20.295 23.819
O 13.574 -19.059 23.765
O 14.818 -21.000 23.614
H 16.497 -23.141 23.382
H 15.442 -24.119 24.223
H 16.253 -22.752 25.043
H 14.499 -22.632 22.421
H 13.382 -23.057 24.965
H 12.616 -23.165 23.533

---

2) 14
Properties=species:S:1:pos:R:3 method="wB97M-V/def2-TZVPD" spin_multiplicity=1 homo_ev=-4.14 charge=-1 orbital_gap_ev=7.71
F 9.079 38.544 9.598
C 10.414 38.973 6.399
C 11.693 38.865 7.196
C 11.653 37.735 8.097
O 12.763 36.935 7.712
C 13.388 37.487 6.649
O 14.369 37.145 6.122
O 12.808 38.611 6.332
H 10.143 38.095 5.842
H 10.328 39.909 5.982
H 9.466 38.882 7.172
H 11.662 39.594 7.876
H 10.815 37.099 8.029
H 11.754 38.042 9.149

---

Of them, the most stable is 2) and the least stable is 1).

---

1) 19
Properties=species:S:1:pos:R:3 method="wB97M-V/def2-TZVPD" spin_multiplicity=2 homo_ev="-14.00 / -14.00" charge=+1 orbital_gap_ev="7.80 / 3.36" s_squared=0.758
O -1.169 -2.440 0.021
C -2.085 -2.312 -0.722
H -2.753 -3.179 -0.904
H -2.331 -1.327 -1.189
H -2.164 0.694 0.608
H -2.602 2.000 -0.024
O -2.341 1.099 -0.258
H 2.422 2.038 -0.173
H 3.152 3.293 -0.612
O 2.679 2.914 0.136
H 2.420 -1.309 0.262
H 3.174 -0.137 0.822
O 2.356 -0.638 0.954
H -0.641 0.768 -1.310
H -0.049 -0.550 -0.878
O 0.000 0.096 -1.585
H 0.733 -0.189 1.419
H -0.575 -0.837 1.881
O -0.227 0.014 1.552

---

2) 19
Properties=species:S:1:pos:R:3 method="wB97M-V/def2-TZVPD" spin_multiplicity=2 homo_ev="-14.97 / -14.96" charge=+1 orbital_gap_ev="6.95 / 4.65" s_squared=0.763
O 2.185 0.465 1.032
C 1.640 -0.696 1.021
H 1.638 -1.161 2.076
H 0.698 -0.890 0.443
H -1.033 -0.818 -0.936
H -1.047 -2.277 -1.361
O -0.526 -1.433 -1.469
H -0.484 2.516 -0.344
H 0.438 1.525 -1.012
O -0.012 1.677 -0.169
H -0.740 0.991 1.260
H 0.110 0.379 2.351
O -0.860 0.375 2.096
H 0.646 -0.287 -2.510
H 2.020 0.466 -2.133
O 1.160 0.608 -2.691
H -2.200 -0.671 1.172
H -3.663 -0.989 0.752
O -2.724 -1.017 0.465

---

Of them, the most stable is 1) and the least stable is 2).

---

1) 15
Properties=species:S:1:pos:R:3 method="wB97M-V/def2-TZVPD" spin_multiplicity=1 homo_ev=-14.25 charge=+1 orbital_gap_ev=9.61
C -0.718 1.515 -0.080
C -2.018 1.150 -0.090
C -0.572 -0.784 -0.052
C 0.110 -2.083 0.308
C 1.563 0.696 -0.252
N 0.168 0.521 0.039
S -2.164 -0.545 -0.073
H -0.419 2.462 0.051
H -2.868 1.805 -0.049
H 0.969 -1.849 0.972
H -0.598 -2.785 0.670
H 0.577 -2.540 -0.600
H 2.029 -0.117 -0.824
H 1.684 1.770 -0.615
H 2.257 0.783 0.594

---

2) 15
Properties=species:S:1:pos:R:3 method="wB97M-V/def2-TZVPD" spin_multiplicity=1 homo_ev=-11.59 charge=+1 orbital_gap_ev=5.39
C 0.233 0.440 -0.727
C 1.139 0.916 0.334
C -1.783 0.119 0.832
C -0.908 -0.390 -0.130
C 2.417 0.328 0.368
N -0.958 -1.688 -0.651
S 3.816 -0.228 0.156
H 0.760 -0.277 -1.470
H -0.064 1.291 -1.305
H 0.708 0.755 1.282
H 1.095 1.998 0.346
H -2.620 -0.186 1.462
H -1.787 1.217 0.947
H -0.477 -2.102 -1.447
H -1.572 -2.195 0.004

---

Of them, the most stable is 1) and the least stable is 2).